ORCA calculation (the ωB97M-V functional and the def2-TZVPD basis) on a molecular structure, C30H45Cl2N2PZr in a non-equilibrium geometry.

Element x y z (Å)
P 0.62685 0.95092 -4.36042
C -0.50731 2.35079 -4.94491
C -0.34639 2.90544 -6.36584
C -1.21405 4.16067 -6.53876
C -2.68641 3.91217 -6.19109
C -2.85164 3.28193 -4.80431
C -1.97818 2.02881 -4.63616
C 0.14253 -0.57386 -5.36601
C -0.14773 -0.38945 -6.85432
C -0.33942 -1.76132 -7.52021
C -1.43227 -2.59180 -6.83609
C -1.21731 -2.70140 -5.32237
C -1.00422 -1.32726 -4.66929
C 2.22376 1.42182 -5.21076
C 2.72518 2.76893 -4.65524
C 4.07065 3.17827 -5.26935
C 5.13137 2.08230 -5.12456
C 4.63360 0.73653 -5.66032
C 3.28670 0.31930 -5.05049
H -0.19115 3.14907 -4.24364
H -0.64519 2.14920 -7.10415
H 0.70099 3.15749 -6.57940
H -1.12350 4.53042 -7.56719
H -0.82192 4.94502 -5.87626
H -3.23988 4.85681 -6.23685
H -3.12967 3.24675 -6.94411
H -2.56023 4.01397 -4.03847
H -3.90138 3.02265 -4.62537
H -2.07650 1.64119 -3.61126
H -2.33708 1.24515 -5.32208
H 1.04747 -1.20294 -5.28140
H 0.61144 -2.30930 -7.46586
H 0.66534 0.15558 -7.35612
H -1.06560 0.20366 -6.98197
H -0.57511 -1.62498 -8.58245
H -1.46604 -3.59391 -7.27871
H -2.40936 -2.12776 -7.02638
H -2.07039 -3.20441 -4.85173
H -0.33001 -3.32130 -5.13069
H -0.77181 -1.44901 -3.60257
H -1.93156 -0.73907 -4.73699
H 1.99138 1.53000 -6.28719
H 1.98907 3.56647 -4.83157
H 2.83536 2.67867 -3.56360
H 3.92384 3.39654 -6.33613
H 4.41532 4.10417 -4.79555
H 5.39008 1.97250 -4.06340
H 6.04657 2.37700 -5.64895
H 5.37468 -0.04640 -5.46575
H 4.51659 0.80852 -6.75020
H 2.95417 -0.61267 -5.52851
H 3.41463 0.09820 -3.97957
Zr 0.17075 0.09332 0.03414
Cl 1.10029 -1.26903 -1.62539
Cl -0.49813 2.15782 -0.86640
C -1.36926 -0.93716 1.07056
H -1.18486 -1.33321 2.07688
C -2.59519 -1.36388 0.47923
C -3.35085 -2.44496 1.04105
C -4.53081 -2.86849 0.45237
C -5.01890 -2.24136 -0.71030
C -4.29910 -1.18083 -1.28362
C -3.11129 -0.73745 -0.70858
H -2.95571 -2.92581 1.94168
H -5.08876 -3.69453 0.89584
H -4.67613 -0.69222 -2.18512
H -2.56452 0.12005 -1.13303
H -5.95194 -2.57697 -1.16030
N 3.26748 0.32056 5.48761
C 2.63295 0.28124 4.28919
C 2.12801 1.46464 3.70197
C 1.52217 1.40291 2.46346
N 1.47793 0.22668 1.75527
C 1.85451 -0.94637 2.36608
C 2.45693 -0.94436 3.60884
H 3.41010 1.19140 5.97861
H 3.64252 -0.51453 5.91313
H 2.21399 2.41975 4.22008
H 1.07051 2.26867 1.96810
H 1.64300 -1.86346 1.80600
H 2.79057 -1.88315 4.05196

- energy relative to the best compared isomer or geometry (same formula, charge and spin) (kJ/mol) = 0.00
- highest occupied orbital energy (eV) = -5.76
- gap between HOMO and LUMO (eV) = 5.160
- LUMO energy (eV) = -0.605

Atomic partial charges in e from the Löwdin method, atoms 1 to 6: 1.070, -0.455, -0.212, -0.200, -0.207, -0.200